Model a:
{"formula": "C5H13IN", "method": "ωB97M-V with the def2-TZVPD basis set", "charge": 1, "e_lumo_ev": [-5.82, -5.82], "orbital_gap_ev": [3.8, 3.8], "species": ["C", "C", "C", "C", "C", "N", "I", "H", "H", "H", "H", "H", "H", "H", "H", "H", "H", "H", "H", "H"], "positions_angstrom": [[1.608, -1.141, -1.287], [2.063, -2.604, 0.771], [-0.642, 2.054, -0.673], [1.176, -1.711, -0.008], [-1.589, 1.274, 0.318], [-2.514, 2.152, 1.178], [-2.503, -0.437, -0.392], [1.334, -1.873, -2.084], [0.960, -0.159, -1.411], [2.606, -1.009, -1.451], [1.906, -2.436, 1.852], [1.548, -3.576, 0.601], [3.165, -2.694, 0.650], [-0.570, 1.503, -1.708], [0.372, 2.042, -0.168], [-0.834, 3.199, -0.738], [0.194, -1.447, 0.300], [-2.056, 2.862, 1.623], [-2.850, 1.567, 2.042], [-3.374, 2.435, 0.585]]}

***

Model b:
{"formula": "C5H13IN", "method": "ωB97M-V with the def2-TZVPD basis set", "charge": 1, "e_lumo_ev": -3.50, "smiles": "CC(C)(C)[NH2+]CI", "orbital_gap_ev": 10.3, "species": ["C", "C", "C", "C", "N", "C", "I", "H", "H", "H", "H", "H", "H", "H", "H", "H", "H", "H", "H", "H"], "positions_angstrom": [[-1.266, 0.019, 1.328], [-0.152, -0.017, 0.275], [0.613, -1.412, 0.280], [0.756, 1.138, 0.440], [-0.922, 0.124, -1.033], [-0.048, -0.050, -2.363], [-1.220, -0.522, -4.063], [-2.343, 0.181, 1.055], [-1.405, -1.021, 1.751], [-1.054, 0.794, 2.144], [1.680, -1.185, 0.463], [0.328, -2.071, -0.575], [0.406, -1.875, 1.174], [1.306, 1.134, -0.525], [0.211, 2.082, 0.426], [1.333, 0.868, 1.235], [-1.506, 0.949, -1.125], [-1.592, -0.698, -0.912], [0.474, 0.996, -2.647], [0.663, -0.803, -2.230]]}

***

Model c:
{"formula": "C5H13IN", "method": "ωB97M-V with the def2-TZVPD basis set", "charge": 1, "e_lumo_ev": -3.02, "smiles": "C[N+](C)(C)CCI", "orbital_gap_ev": 10.1, "species": ["C", "N", "C", "C", "C", "C", "I", "H", "H", "H", "H", "H", "H", "H", "H", "H", "H", "H", "H", "H"], "positions_angstrom": [[1.670, 1.135, -0.390], [0.642, 0.263, 0.170], [1.279, -0.568, 1.219], [0.140, -0.601, -0.922], [-0.494, 1.073, 0.697], [-0.196, 1.919, 1.988], [-0.749, 0.862, 3.812], [1.233, 1.767, -1.143], [2.461, 0.547, -0.880], [2.159, 1.736, 0.366], [0.561, -1.277, 1.681], [2.096, -1.160, 0.806], [1.696, 0.090, 1.984], [0.929, -1.284, -1.252], [-0.106, 0.063, -1.796], [-0.737, -1.233, -0.565], [-0.731, 1.775, -0.081], [-1.377, 0.436, 0.881], [0.889, 2.213, 2.024], [-0.780, 2.830, 1.985]]}

***

What should be chosen as the least stable of them? Choose model a.

***

Model a:
{"formula": "C3H8N4O2", "method": "ωB97M-V with the def2-TZVPD basis set", "e_lumo_ev": 0.35, "orbital_gap_ev": 10.2, "species": ["C", "C", "C", "H", "H", "H", "H", "H", "H", "H", "H", "N", "N", "N", "N", "O", "O"], "positions_angstrom": [[-2.926, 0.343, -0.412], [-0.823, -0.516, 0.476], [1.963, 0.252, 0.181], [-2.298, 0.767, -1.233], [-3.670, 1.067, -0.061], [-3.296, -0.652, -0.798], [0.099, -1.638, -0.697], [0.249, 0.695, 1.763], [3.118, -1.288, -0.860], [3.692, 0.395, -0.815], [0.451, 1.377, 0.216], [-0.813, -1.220, -0.552], [0.170, -0.378, 1.432], [3.236, -0.165, -0.204], [1.479, 1.446, -0.032], [-1.996, 0.269, 0.827], [1.366, -0.755, 0.772]]}

***

Model b:
{"formula": "C3H8N4O2", "method": "ωB97M-V with the def2-TZVPD basis set", "e_lumo_ev": [0.45, 0.45], "orbital_gap_ev": [7.9, 7.9], "species": ["C", "C", "C", "N", "N", "N", "N", "O", "O", "H", "H", "H", "H", "H", "H", "H", "H"], "positions_angstrom": [[0.720, -1.395, -0.184], [1.988, -0.503, 0.022], [0.568, 1.319, -0.091], [-1.501, -0.849, 0.065], [-0.379, -0.561, -0.565], [-2.479, -0.107, 0.063], [1.567, 0.737, 0.611], [-2.311, 1.253, -0.424], [-3.596, -0.360, 0.489], [0.930, -2.102, -0.991], [0.500, -1.955, 0.735], [2.722, -1.000, 0.653], [2.428, -0.280, -0.952], [0.741, 1.498, -1.139], [-0.135, 1.950, 0.421], [1.416, 0.687, 1.612], [-3.180, 1.667, -0.324]]}

***

What should be chosen as the least stable of them? Choose model b.

***

Model a:
{"formula": "C3H6OS2", "method": "ωB97M-V with the def2-TZVPD basis set", "e_lumo_ev": -0.24, "smiles": "CSC(=S)CO", "orbital_gap_ev": 8.4, "species": ["C", "S", "C", "S", "C", "O", "H", "H", "H", "H", "H", "H"], "positions_angstrom": [[0.201, 0.395, 1.806], [0.346, -1.328, 1.242], [-0.300, -1.264, -0.541], [-0.761, -2.635, -1.243], [-0.321, 0.075, -1.195], [0.937, 0.707, -1.076], [0.511, 0.390, 2.847], [-0.835, 0.712, 1.732], [0.849, 1.031, 1.216], [-1.101, 0.696, -0.722], [-0.598, -0.079, -2.243], [1.072, 1.297, -1.822]]}

***

Model b:
{"formula": "C3H6OS2", "method": "ωB97M-V with the def2-TZVPD basis set", "e_lumo_ev": 0.57, "orbital_gap_ev": 8.7, "species": ["C", "C", "C", "O", "S", "S", "H", "H", "H", "H", "H", "H"], "positions_angstrom": [[-0.096, 0.289, -0.386], [-1.051, -0.936, 0.960], [1.266, 0.744, 0.011], [1.668, 1.888, -0.711], [-1.547, 0.712, 0.548], [-1.743, -2.383, 0.277], [-0.273, -0.112, -1.371], [-0.356, -1.086, 1.764], [1.987, -0.072, -0.146], [1.281, 1.037, 1.063], [1.618, 1.697, -1.654], [-2.753, -1.779, -0.355]]}

***

Model c:
{"formula": "C3H6OS2", "method": "ωB97M-V with the def2-TZVPD basis set", "e_lumo_ev": 0.58, "smiles": "C[C@@]1(S)O[C@H]1S", "orbital_gap_ev": 10.0, "species": ["C", "C", "S", "O", "C", "S", "H", "H", "H", "H", "H", "H"], "positions_angstrom": [[0.254, 0.715, -1.163], [0.057, -0.513, -0.271], [-1.467, -1.530, -0.805], [1.037, -1.381, 0.252], [0.325, -0.611, 1.206], [1.126, 0.693, 2.164], [1.014, 0.485, -1.862], [0.412, 1.588, -0.456], [-0.608, 0.784, -1.680], [-0.792, -2.177, -1.788], [-0.517, -1.231, 1.733], [0.032, 1.585, 1.970]]}

***

What should be chosen as the least stable of them? Choose model b.